The following is a quantum chemistry calculation of a structure of composition HO2SYb in a non-equilibrium geometry, from the Open Molecules 2025 dataset.

Lowest unoccupied orbital energy (spin up / spin down) ... -6.328 / -6.231 eV
Net charge ... +1
HOMO energy (spin up / spin down) ... -12.034 / -12.139 eV
Electronic energy ... -1707.57543 hartree
Spin multiplicity ... 1
Energy above the lowest of the compared OMol25 structures with the same formula, charge and spin ... 1.193 eV

Last column: Löwdin charge in e.
Cartesian coordinates (Å):
O (1.97781, -0.24423, 0.45925)  -0.473
O (-0.20580, 0.63367, -0.14358)  -0.810
Yb (-1.27751, -1.22864, 0.78686)  1.355
H (-1.80612, 0.04691, -0.74213)  -0.081
S (1.31162, 0.79228, -0.36041)  1.010

Forces on atoms 1 to 3 (eV/Å):
-0.5 1.6 -1.5
4.0 1.7 0.1
-0.1 0.6 -0.5

***

The following is a quantum chemistry calculation of the molecule C4H8O2, from the Open Molecules 2025 dataset.

Lowest unoccupied orbital energy ... 0.737 eV
HOMO energy ... -9.714 eV
Electronic energy ... -307.66894 hartree
SMILES ... C[C@H](C=O)CO
Spin multiplicity ... 1
Energy above the lowest of the compared OMol25 structures with the same formula, charge and spin ... 1.183 eV

Last column: Löwdin charge in e.
Cartesian coordinates (Å):
H (-0.67368, 1.57675, 0.79407)  0.123
H (-0.34583, 0.71501, -1.93761)  0.089
C (0.58382, 0.68508, -1.35921)  -0.065
O (-0.32200, 0.06373, 2.18943)  -0.062
H (-1.66373, 0.11746, 0.59658)  0.128
H (-0.36798, -2.12264, 0.47966)  0.133
H (1.33827, 0.19733, -1.98126)  0.081
O (0.35555, -2.09663, -1.40476)  0.055
C (0.39821, -0.09633, -0.06426)  -0.331
H (0.90201, 1.71261, -1.15660)  0.081
C (-0.65999, 0.47944, 0.87843)  -0.251
C (0.10738, -1.55734, -0.35162)  -0.225
H (1.33363, -0.07747, 0.51502)  0.154
H (-0.98565, 0.40297, 2.80211)  0.092

Forces on atoms 1 to 3 (eV/Å):
0.1 -0.2 0.0
0.1 0.0 0.1
0.0 0.1 -0.1

***

The following is a quantum chemistry calculation of the molecule C2H2N2O2 in a non-equilibrium geometry, from the Open Molecules 2025 dataset.

Lowest unoccupied orbital energy ... 0.684 eV
HOMO energy ... -10.467 eV
Electronic energy ... -337.30944 hartree
SMILES ... O=C=N[C@@H]1NO1
Spin multiplicity ... 1
Energy above the lowest of the compared OMol25 structures with the same formula, charge and spin ... 3.129 eV

Last column: Löwdin charge in e.
Cartesian coordinates (Å):
C (-1.59268, 0.32735, 0.49464)  -0.278
O (-2.60390, 0.12665, 1.01374)  0.210
N (-0.69981, 0.90129, -0.12072)  0.165
H (1.32555, -1.55017, -0.64124)  0.100
O (1.25290, -0.11390, 0.76251)  -0.023
H (1.14172, 0.93549, -1.07910)  0.150
C (0.57874, 0.42199, -0.30427)  -0.403
N (0.59749, -1.04871, -0.12557)  0.080

Forces on atoms 1 to 3 (eV/Å):
-0.4 1.8 -0.4
0.0 -0.9 0.2
-0.7 0.4 0.5

***

The following is a quantum chemistry calculation of a structure of composition C22H22MgN5OPS in a non-equilibrium geometry, from the Open Molecules 2025 dataset.

Lowest unoccupied orbital energy ... -6.325 eV
Net charge ... +2
HOMO energy ... -14.174 eV
Electronic energy ... -2139.70853 hartree
Spin multiplicity ... 1

Last column: Löwdin charge in e.
Cartesian coordinates (Å):
H (0.18751, 0.95084, 5.28273)  0.116
H (2.36872, -0.16408, 5.54092)  0.117
H (2.06259, 4.37716, -4.78583)  0.096
H (5.35002, 1.40553, -2.33001)  0.184
H (2.42283, 5.40509, -3.38718)  0.097
C (-0.32061, -2.40291, -1.42589)  -0.109
H (-3.73214, 1.88804, -0.85403)  0.151
C (3.26283, 1.66584, -2.03867)  -0.724
H (0.91149, 3.64033, -1.82131)  0.139
N (2.48350, 2.66396, -2.56133)  -0.087
C (2.83237, 4.65609, -4.06566)  0.018
H (-0.26042, -3.70444, -3.12382)  0.115
H (-4.39105, -2.27172, 3.10134)  0.126
C (0.07433, -4.68739, 0.09429)  -0.043
Mg (0.34223, 0.99453, -0.94065)  0.595
C (-0.14674, 0.18404, 3.31600)  -0.086
C (-0.19904, -3.63092, -2.04999)  -0.055
C (1.61705, -1.21363, 2.42175)  -0.100
C (-2.71660, -1.50409, 2.00431)  -0.058
N (4.51623, 3.01990, -3.28023)  0.153
H (0.10954, -5.72910, -1.77583)  0.119
H (-0.48035, -1.49344, -2.01556)  0.089
C (1.80711, -0.28959, 4.62930)  -0.046
C (-3.18056, 0.24454, 0.39863)  -0.194
N (-1.71093, 1.64655, -0.94457)  -0.108
H (0.60099, 2.78933, -3.19504)  0.135
H (3.28674, -1.53660, 3.71236)  0.117
H (-1.99926, -2.13818, 2.50861)  0.115
H (0.23544, -5.57858, 0.68183)  0.119
N (4.49800, 1.92499, -2.50044)  0.072
C (-0.06305, -3.46291, 0.72730)  -0.078
O (-1.59965, 2.73652, -1.77724)  -0.054
C (3.31308, 3.47769, -3.32823)  -0.300
C (-4.97870, -0.78720, 1.66906)  -0.026
C (-4.06103, -1.58464, 2.33508)  -0.014
C (0.00385, -4.77302, -1.28667)  -0.043
C (-2.86420, 1.30786, -0.52535)  -0.046
P (-0.46387, -0.66033, 0.68826)  1.026
C (0.57655, 0.33687, 4.48545)  -0.054
H (-6.03056, -0.85068, 1.90518)  0.125
H (-2.47361, 3.15646, -1.92435)  0.133
H (-1.10996, 0.66723, 3.19688)  0.110
C (-4.54277, 0.10415, 0.70992)  -0.006
H (-5.26489, 0.71679, 0.19206)  0.122
H (-0.00695, -3.39756, 1.80502)  0.109
C (2.32586, -1.06185, 3.59948)  -0.050
N (1.12767, 2.76999, -2.31721)  0.074
H (3.66339, 5.10125, -4.60598)  0.105
H (2.01929, -1.80190, 1.60651)  0.107
C (0.36486, -0.61288, 2.29151)  -0.383
C (-0.25713, -2.31360, -0.03667)  -0.365
S (2.74843, 0.42075, -1.05509)  0.715
C (-2.25841, -0.60107, 1.04904)  -0.270

Forces on atoms 1 to 3 (eV/Å):
-0.1 0.0 0.1
0.1 0.0 0.1
0.0 0.0 0.0